Formula: C21H13F5IrN5OS2
Source: the OMol25 dataset
Level of theory: ωB97M-V/def2-TZVPD

Structure (XYZ):
```
48
Properties=species:S:1:pos:R:3:forces:R:3
H 4.236790 -4.224376 1.032929 -0.05 0.13 -0.04
C 0.086246 1.026840 4.064263 0.00 -0.87 -2.68
F 2.068084 2.118755 3.439329 -0.56 -0.08 0.82
N -1.717714 0.993645 -0.754231 1.09 -1.19 1.27
S -4.317262 1.456388 -6.243078 0.88 -0.45 1.34
H -3.722118 3.559462 0.072357 0.05 0.02 0.11
C -3.412319 1.399519 -4.004437 0.08 -0.73 -1.64
C -0.857928 0.733157 5.076070 -1.38 -0.34 1.36
S -0.088419 0.403157 2.472042 -0.28 0.20 1.06
C -2.296527 1.958470 -0.040544 -0.21 0.30 0.32
C 5.146601 -2.042854 0.090782 1.26 0.70 -0.43
H 5.760186 -2.900220 0.355303 -0.16 0.04 0.00
C 1.350703 2.364478 5.669795 0.85 0.23 -1.19
H -1.969617 2.073300 0.981756 0.00 -0.04 0.04
C 0.085874 -1.954802 -2.811485 0.42 -0.43 0.15
C 1.186191 1.851768 4.392863 1.63 1.05 0.47
N -3.184437 0.341286 -6.009005 0.59 -0.87 -0.63
C -0.118920 -2.205482 -4.165294 -0.28 0.23 0.00
Ir -0.205481 -0.405395 0.038850 -0.19 0.85 -2.90
C 2.869902 -1.366565 0.110722 1.86 0.15 -0.33
F -1.586930 0.953112 7.292886 0.38 0.15 -0.27
C -2.742469 0.376575 -4.761546 -1.31 1.37 -0.16
H 0.776402 -2.554991 -2.240128 0.10 -0.02 0.06
H 3.299769 -0.443442 -0.295654 -0.10 -0.09 0.05
C -1.043014 -1.445801 -4.852332 0.03 0.06 0.30
F 2.376837 3.133852 5.950606 -0.47 -0.33 0.02
C -3.281586 2.797712 -0.551707 0.12 -0.11 -0.25
C -0.705382 1.232391 6.363781 -1.01 -0.86 -0.58
N -0.548228 -0.993929 -2.153770 0.61 0.41 2.28
N 3.752970 -2.313769 0.352024 -1.38 0.88 -0.13
N -4.300528 2.042286 -4.748230 -0.49 0.86 0.70
H 0.432051 -2.989050 -4.661317 0.07 -0.08 0.07
H 2.841518 -3.480513 1.835565 0.11 0.03 -0.04
C -2.097407 0.818886 -2.038308 -0.41 0.08 -0.74
H 2.675833 -4.107924 0.203119 0.12 0.06 -0.01
H -1.246461 -1.598841 -5.902974 0.00 -0.04 -0.06
C 0.404170 2.050057 6.672640 0.10 0.36 0.99
H 5.493848 -1.180246 0.666848 -0.04 -0.20 0.04
C -3.676154 2.651011 -1.867253 0.23 -0.23 0.16
H 5.312587 -1.812752 -0.965894 -0.04 -0.18 0.11
C -1.742760 -0.446981 -4.160599 0.55 -0.38 0.57
C -1.450211 -0.231017 -2.794018 -0.49 0.30 -0.65
O 1.637209 -1.460509 0.312310 -2.39 -0.11 0.26
F 0.552538 2.513416 7.879563 -0.16 -0.50 -1.36
F -1.893641 -0.025044 4.767852 0.68 0.53 0.36
C -3.082904 1.639415 -2.633739 0.34 0.01 0.74
C 3.362820 -3.595709 0.882109 -0.70 -0.88 0.40
H -4.420713 3.291273 -2.320820 -0.05 0.01 0.01
```
Positions in Å, forces in eV/Å.

## Properties
HOMO (spin up / spin down) (eV): -16.857 / -16.851
LUMO (spin up / spin down) (eV): -13.28 / -13.21
2S+1: 2
Frontier orbital gap (spin up / spin down) (eV): 3.58 / 3.64
Charge: +3

=====

Formula: C21H13N3O10S2SbScSe4
Source: the OMol25 dataset
Level of theory: ωB97M-V/def2-TZVPD

Structure (XYZ):
```
55
Properties=species:S:1:pos:R:3:forces:R:3
O 1.464617 -3.047329 -0.526694 0.01 0.02 0.16
Se 0.591606 0.973336 -3.018546 -0.01 -0.21 -0.36
C -2.190672 -3.637507 -2.911128 -0.01 -0.06 0.01
C -0.981241 -3.296238 -2.222495 0.02 -0.02 -0.03
H -0.734187 -6.189377 -0.380040 -0.01 0.02 0.02
Se 3.787983 0.495000 -5.485185 -0.06 0.06 0.18
C 1.716384 0.211453 1.177385 -0.19 0.32 -0.16
C 4.209431 1.267207 0.868391 0.04 0.02 0.14
O -4.419655 2.640144 3.099896 -0.02 -0.02 0.08
Se 0.091954 -1.230816 -6.443714 0.01 0.05 0.05
H -0.623010 7.372085 1.686323 0.00 0.00 0.01
H -3.771781 -5.044857 -3.151301 0.00 0.00 0.01
Se 2.462202 -2.725197 -3.493916 -0.31 0.23 -0.24
H -3.317598 5.569147 4.504901 -0.01 -0.01 -0.02
C 0.279823 -0.244863 1.091273 0.78 -1.29 0.67
O 3.262873 -0.241198 -2.265208 0.00 -0.27 0.02
C -2.327251 -5.706025 -1.699265 -0.13 -0.21 0.02
C 3.561842 1.383446 2.099208 0.08 -0.03 -0.04
Sb 1.712271 -0.639260 -4.754868 0.47 0.23 -0.79
O -0.421035 -2.190645 -2.445097 -0.52 0.06 0.24
C -2.635048 5.491540 3.668451 0.02 -0.01 -0.04
C -2.370595 4.275145 3.069662 -0.02 0.25 0.05
C -1.987423 6.607760 3.154572 0.00 0.00 -0.03
H -2.546680 -2.928553 -3.646505 0.00 0.00 0.01
O 5.065468 1.019566 -2.010951 -0.11 -0.03 -0.04
O -0.066957 -0.954885 0.154577 -0.36 0.62 -0.16
S -0.295899 2.233403 0.389985 -0.18 0.35 0.03
C -1.494160 4.140585 2.015900 0.08 -0.23 -0.04
C -0.450492 -4.265539 -1.306880 0.11 -0.08 0.10
O -2.636292 2.273517 4.755890 -0.02 -0.01 0.02
C -1.134333 -5.457652 -1.069982 0.04 0.02 0.02
Sc 1.177148 -1.135682 -1.749578 0.56 -0.55 0.39
C -1.109409 6.487069 2.077692 -0.01 -0.01 0.00
O -2.571032 -7.707710 -0.586895 0.02 -0.03 0.03
H 1.724447 0.993569 3.171785 -0.01 0.04 -0.02
C 0.778445 -4.062038 -0.576517 -0.11 0.04 -0.08
C -1.364563 2.689989 1.608231 -0.01 -0.01 0.07
H 5.172818 1.719868 0.680894 -0.01 0.00 0.00
S -3.018065 2.674885 3.425344 -0.04 -0.13 0.01
C -0.848878 5.250665 1.499938 0.01 0.05 -0.02
C 3.571458 0.561458 -0.125987 -0.02 -0.06 -0.28
N -2.138506 1.881232 2.306633 0.04 0.00 -0.17
H 5.001355 0.913387 -3.000415 0.04 0.04 0.01
C 3.991636 0.397733 -1.558519 0.07 0.22 0.30
H -1.285098 -0.330023 2.147170 -0.01 0.16 0.06
C -2.850198 -4.797154 -2.644198 0.00 0.07 -0.03
N 2.367839 0.009836 0.049130 -0.16 0.11 -0.01
H 4.038646 1.913984 2.913165 0.00 0.01 0.00
C 2.291349 0.866455 2.260797 -0.06 0.01 0.01
H -2.171291 7.582317 3.590458 0.01 0.00 -0.01
N -3.054459 -6.922337 -1.390592 0.12 0.18 -0.09
H -0.165949 5.136282 0.667745 0.00 -0.01 0.01
O -4.127606 -7.109967 -1.944220 -0.03 -0.01 -0.02
O -0.326492 -0.228231 2.270824 -0.09 0.14 -0.11
H 1.114238 -4.938979 0.002483 -0.02 0.00 0.05
```
Positions in Å, forces in eV/Å.

## Properties
HOMO (eV): -2.044
LUMO (eV): 3.27
Frontier orbital gap (eV): 5.32
Charge: -2

=====

Formula: C21H14AlCl5N4O2S
Source: the OMol25 dataset
Level of theory: ωB97M-V/def2-TZVPD

Structure (XYZ):
```
48
Properties=species:S:1:pos:R:3:forces:R:3
C 0.089312 -2.921882 -1.016205 -0.99 0.04 -0.12
O 0.860160 0.810687 2.573328 0.26 0.20 0.70
C -1.164955 -1.319463 2.558102 0.11 0.04 0.18
C 1.606086 1.835489 3.231777 0.10 0.24 -0.14
C 1.003543 0.606051 -2.933865 0.19 -0.02 -0.30
C 0.448311 1.079022 -4.121753 0.00 -0.12 0.16
C 0.076610 -2.657400 4.198518 -0.05 0.00 0.09
Cl -0.830740 -3.187619 6.683506 0.02 -0.11 0.11
Cl 1.199295 -2.132304 1.798583 1.08 -0.52 -0.30
H -0.016164 -4.945838 -0.950869 0.15 0.11 0.01
C 0.195807 0.376033 -1.732672 0.45 -1.57 0.12
N 0.759477 -1.891885 -1.477191 1.20 -0.29 -0.49
H 2.786797 -0.062675 -1.968802 0.05 -0.09 0.07
H 1.513194 2.774712 2.685770 0.05 -0.03 0.07
C 0.616110 0.898078 1.259413 -0.56 -0.52 -0.44
H -3.699648 3.378493 0.102818 -0.11 0.00 0.05
C -0.960049 2.604967 -1.702820 0.07 -0.32 0.04
N 0.184555 -0.751390 -1.082066 -0.27 1.21 -0.22
C 2.582075 0.882447 -5.207263 -0.01 0.07 0.00
N -1.599261 0.801276 -0.260429 -0.08 0.33 -0.30
C -2.190103 -1.222169 3.488469 0.73 -0.22 -0.18
Al -0.654967 -0.687061 0.689311 -0.50 0.18 0.13
C -0.781339 1.310157 -1.212363 -0.78 0.71 0.13
H 2.656912 1.544865 3.288003 -0.05 0.04 -0.02
Cl -3.599985 -0.350764 3.064802 -0.68 0.36 -0.15
Cl 1.481713 -3.560196 4.605688 0.06 0.00 -0.02
H 1.452342 -4.293083 -1.640170 -0.02 -0.03 -0.09
C 2.359381 0.285550 -2.895699 -0.10 0.11 0.07
H 3.193321 0.983528 -6.091767 0.04 0.02 -0.07
C -2.609302 1.546852 0.182825 -0.29 0.12 0.09
H 4.195086 0.192659 -3.981126 0.09 -0.04 0.01
C -0.049507 -2.047644 2.962572 -0.89 0.17 0.53
H -0.606800 1.307353 -4.168960 -0.08 0.03 -0.02
C -2.007694 3.368109 -1.235726 -0.06 -0.31 0.25
S -1.440599 -2.773364 -0.201557 -0.08 -0.14 0.11
H 0.799346 1.569790 -6.170475 -0.05 0.01 -0.08
N 0.532356 -4.160777 -1.257331 0.29 -0.16 -0.05
H -2.158446 4.370698 -1.604800 -0.02 0.09 -0.01
H -3.241064 1.081125 0.924157 0.02 0.06 0.09
C -2.101640 -1.786821 4.758424 0.09 -0.02 0.07
Cl -3.357333 -1.567137 5.911143 -0.12 -0.01 0.02
C -0.965319 -2.510521 5.114457 0.07 0.08 -0.14
H -0.259993 2.992362 -2.423695 0.05 0.03 -0.08
C 1.237284 1.211400 -5.250758 -0.03 0.04 -0.11
O 0.988052 1.832861 0.576138 0.42 0.14 0.37
H 1.196826 1.933228 4.235663 0.02 -0.03 -0.04
C -2.862569 2.819423 -0.281265 0.14 0.15 -0.16
C 3.143524 0.432776 -4.023840 0.05 -0.03 0.03
```
Positions in Å, forces in eV/Å.

## Properties
HOMO (eV): -8.216
LUMO (eV): -0.77
Frontier orbital gap (eV): 7.45
Charge: 0

=====

Formula: C21H14Cl2LiN7O2S5Se
Source: the OMol25 dataset
Level of theory: ωB97M-V/def2-TZVPD

Structure (XYZ):
```
53
Properties=species:S:1:pos:R:3:forces:R:3
H -3.624933 1.726043 -1.638078 0.10 -0.09 0.00
C 4.346811 -0.275596 -0.820411 -0.30 0.08 -0.05
N -2.822736 1.675257 -1.035104 -0.42 -0.31 0.03
N 0.418132 2.880810 -1.366669 1.32 0.99 -0.41
C 5.218834 -1.172289 1.211135 0.37 0.07 -0.36
H -2.722449 0.840411 -0.467941 -0.11 -0.17 0.14
S -1.541656 -1.832895 0.819730 -0.60 0.18 -0.02
S -3.059485 -2.419554 3.288128 0.00 -0.03 -0.09
C 3.943683 -1.160579 1.798798 -0.30 0.12 -0.15
C 2.374664 -1.513387 3.577216 0.24 -0.01 -0.05
C 0.020029 3.770924 -2.184525 -0.80 0.14 -0.54
C 3.012206 -0.225753 -0.349177 0.49 0.02 -0.25
O -3.813069 -1.801437 5.727377 -0.27 -0.20 0.53
C 1.369058 -1.032739 2.723733 -0.15 -0.03 0.15
Cl 4.650846 0.269870 -2.435519 0.05 0.13 -0.39
C -0.288972 -0.650341 -3.040569 0.44 0.01 -0.59
H -2.594344 -2.285282 -4.907748 -0.06 -0.05 -0.02
S -1.723266 3.661412 -2.518191 0.64 -0.39 0.50
H 0.663384 -0.150984 -3.078545 0.26 0.04 -0.09
C -0.894780 -1.189245 -4.160153 0.21 0.27 0.11
C 3.661673 -1.577586 3.115201 -0.11 -0.02 0.09
C -3.348765 -1.405754 4.686470 0.13 0.07 -0.43
Se -4.339911 -2.310365 -0.809992 0.98 0.54 0.28
C -1.696655 2.288894 -1.391423 -0.33 1.09 -0.74
Li 0.322077 0.110962 -0.310588 -0.30 0.17 0.28
C -2.736219 -1.903563 -2.791539 0.03 -0.31 -0.02
H 2.126871 -1.824968 4.582144 -0.04 0.00 0.04
H 4.467997 -1.940817 3.741379 -0.05 0.01 -0.02
C 5.418959 -0.732335 -0.076877 -0.16 -0.17 0.56
C 0.871088 4.840100 -2.765123 0.11 0.21 0.18
S -1.575873 1.426971 1.983523 0.35 0.52 -0.03
H -0.399540 -1.120726 -5.119943 0.06 0.05 -0.05
C 0.975209 6.025298 -1.801288 0.05 -0.04 -0.18
H 1.645748 6.784339 -2.202704 0.04 0.12 0.02
S -2.905101 0.268766 4.386265 0.29 0.05 -0.56
H 1.360213 5.682865 -0.843495 0.02 0.02 0.06
H 0.447712 5.169474 -3.716229 0.12 -0.05 -0.05
Cl 6.594540 -1.757948 2.114116 0.24 -0.10 0.19
O 2.042464 0.180473 -1.025687 -0.11 0.05 -0.21
N -2.638113 -1.336297 -0.462554 -0.92 -0.48 0.94
C -2.215763 0.081035 2.721741 -0.48 -0.22 0.58
N -3.850735 -2.580634 -2.542793 -0.60 -0.31 -0.21
N -0.513971 2.053836 -0.929307 -0.48 -1.35 0.79
H 6.405373 -0.737287 -0.515467 0.08 -0.03 0.01
H -0.004666 6.472562 -1.640642 -0.05 0.05 0.06
C -2.118445 -1.823302 -4.053667 -0.12 -0.02 0.14
N -0.833050 -0.735632 -1.820782 -0.33 -0.13 0.23
N 1.602297 -0.643075 1.498271 -0.55 0.13 -0.08
C -2.008972 -1.305043 -1.707598 0.30 0.20 -0.68
H 0.346352 -0.969446 3.067083 -0.18 0.04 0.02
H 1.864530 4.422549 -2.937414 -0.05 -0.02 -0.09
C 2.847339 -0.689468 1.018384 0.79 -0.23 0.25
C -2.313079 -1.194149 2.240609 0.16 -0.62 0.20
```
Positions in Å, forces in eV/Å.

## Properties
HOMO (eV): -0.638
LUMO (eV): 3.93
Frontier orbital gap (eV): 4.57
Charge: -2